(1)
# C6H9NO

A structure of composition C6H9NO at a distorted geometry (the ωB97M-V functional and the def2-TZVPD basis, OMol25).

The geometry in XYZ format:
```
17
C6H9NO | OMol25 | the ωB97M-V functional and the def2-TZVPD basis
C 0.7651 0.1953 -0.0300
C 0.4144 -0.9678 1.0942
C -0.9111 -0.5933 0.6872
C -1.0862 -1.2766 -0.7360
C 0.0060 -0.6935 -1.2704
C -0.4595 0.8007 0.5950
H 3.3114 0.2949 0.5732
H 2.1060 1.5211 -0.6849
H 0.8364 -2.0652 1.0263
H 0.7249 -0.7899 2.2280
H -1.8943 -0.6869 1.3691
H -1.8157 -2.0496 -0.9698
H 0.5609 -1.0190 -2.2626
H -0.0017 1.1609 1.4959
H -2.2894 1.6264 0.1576
N 2.1469 0.3858 -0.3482
O -1.1174 1.8148 -0.3169
```

Results
**Frontier orbital gap**: 9.431 eV
**HOMO level**: -9.1 eV
**ΔE to the lowest compared entry with this formula, charge and spin**: 878.4 kJ/mol

Löwdin atomic charge list, values in e, 4 entries: number 1, C, carries -0.44; number 2, C, carries -0.13; number 3, C, carries -0.37; number 4, C, carries -0.02



(2)
# C25H24ClF10N4PW

A structure of composition C25H24ClF10N4PW (the ωB97M-V functional and the def2-TZVPD basis, OMol25).

The geometry in XYZ format:
```
66
C25H24ClF10N4PW | OMol25 | the ωB97M-V functional and the def2-TZVPD basis
W -0.6201 0.2298 0.3927
C 0.4414 2.8147 -0.9133
N 0.5539 2.1287 0.4063
C -0.1497 2.9668 1.4258
C -1.6747 2.8718 1.2449
N -1.9771 1.6335 0.5060
C -3.0567 1.6393 -0.4067
C -2.8681 1.0302 -1.6327
F -1.6134 0.5075 -1.8701
C -3.8263 0.9529 -2.6151
F -3.5729 0.3473 -3.7642
C -5.0605 1.5336 -2.3649
F -6.0126 1.4781 -3.2736
C -5.2894 2.1662 -1.1510
F -6.4660 2.7096 -0.9079
C -4.2970 2.2163 -0.1852
F -4.5546 2.8004 0.9835
C 1.9948 2.0303 0.8056
C 2.8868 1.2899 -0.1766
N 2.7736 -0.1773 -0.1445
C 3.9137 -0.9145 0.2785
C 4.8166 -1.4493 -0.6331
F 4.5910 -1.3057 -1.9420
C 5.9397 -2.1383 -0.2190
F 6.7810 -2.6455 -1.1027
C 6.1788 -2.2951 1.1375
F 7.2472 -2.9483 1.5444
C 5.2966 -1.7688 2.0680
F 5.5239 -1.9228 3.3618
C 4.1793 -1.0888 1.6291
F 3.3309 -0.5838 2.5345
H 1.0748 3.7046 -0.9253
H -0.5878 3.1178 -1.0836
H 0.7418 2.1547 -1.7234
H 0.1692 4.0057 1.3289
H 0.1536 2.6131 2.4069
H -2.0664 3.7397 0.7167
H -2.1477 2.8492 2.2246
H 2.0402 1.5377 1.7763
H 2.3754 3.0488 0.9198
H 3.9147 1.5312 0.0875
H 2.7526 1.6620 -1.1955
Cl -3.3270 -4.0412 -2.2515
C -3.2744 -3.0172 -0.8832
C -4.2813 -3.0245 0.0703
C -4.1717 -2.1679 1.1542
C -3.0792 -1.3354 1.2541
N -2.1008 -1.3227 0.3241
C -2.2063 -2.1623 -0.7247
H -5.1289 -3.6896 -0.0376
H -4.9317 -2.1455 1.9229
H -2.9677 -0.6544 2.0847
H -1.4172 -2.1454 -1.4634
C 1.3930 -1.0527 -2.4668
P 1.3634 -0.9239 -0.6621
C 1.5092 -2.6286 -0.0866
C -0.0923 -0.3193 2.3884
H 2.1962 -1.7237 -2.7688
H 1.5714 -0.0711 -2.9097
H 0.4398 -1.4282 -2.8466
H 2.4196 -3.0635 -0.5003
H 0.6538 -3.2014 -0.4502
H 1.5353 -2.6807 1.0013
H 0.9082 -0.7659 2.4127
H -0.7877 -1.0429 2.8179
H -0.0543 0.5348 3.0718
```

Results
**Frontier orbital gap (alpha / beta)**: 7.258 / 7.457 eV
**Net charge**: +2
**HOMO level (alpha / beta)**: -14.6 / -14.6 eV
**Spin multiplicity**: 3

Löwdin atomic charge list, values in e, 4 entries: number 1, W, carries 1.49; number 2, C, carries -0.04; number 3, N, carries -0.35; number 4, C, carries -0.15



(3)
# C6H14ClFN

A cluster of 2 separate species, C6H14ClFN in total at a distorted geometry (the ωB97M-V functional and the def2-TZVPD basis, OMol25).

The geometry in XYZ format:
```
23
C6H14ClFN | OMol25 | the ωB97M-V functional and the def2-TZVPD basis
C 1.2824 -1.3261 1.1994
C 1.2149 -0.6955 -1.2969
C 1.8237 0.9899 0.4898
C -1.0092 1.0510 -0.4231
C -3.3943 0.4481 -0.5398
C 0.9830 -0.3350 0.1462
N -0.4741 0.0566 0.3980
F -3.8303 1.3473 0.3561
Cl -3.1813 -1.1918 -0.0086
H 0.5697 -2.0992 0.9991
H 2.2388 -1.6373 0.8847
H 1.2427 -1.0497 2.2133
H 0.3272 -1.0939 -1.8334
H 2.0896 -1.3602 -1.2093
H 1.5373 0.2139 -1.8245
H 2.9233 0.7924 0.7234
H 1.6997 1.6391 -0.3110
H 1.4560 1.3241 1.4389
H -0.6327 0.8794 -1.4488
H -1.3438 1.9847 -0.0631
H -3.9158 0.6455 -1.5246
H -0.5956 0.3255 1.3956
H -1.0112 -0.9088 0.2384
```

Results
**Frontier orbital gap (alpha / beta)**: 8.739 / 9.006 eV
**Net charge**: +1
**HOMO level (alpha / beta)**: -13.1 / -13.2 eV
**ΔE to the lowest compared entry with this formula, charge and spin**: 39.5 kJ/mol

Löwdin atomic charge list, values in e, 4 entries: number 1, C, carries -0.02; number 2, C, carries -0.01; number 3, C, carries 0.00; number 4, C, carries 0.01



(4)
# C2H5NO2

A cluster of 2 separate species, C2H5NO2 in total at a distorted geometry (the ωB97M-V functional and the def2-TZVPD basis, OMol25).

The geometry in XYZ format:
```
10
C2H5NO2 | OMol25 | the ωB97M-V functional and the def2-TZVPD basis
O -6.3879 0.1783 1.9322
C -5.8229 1.2492 1.5366
O -5.1892 1.8630 0.4285
H -5.8826 1.8965 2.3544
H -5.1380 1.0631 -0.3015
C 5.5496 -0.8358 -1.0524
N 5.2159 -2.0596 -1.4215
H 5.5366 -0.8588 0.2057
H 6.2150 -0.0107 -1.5783
H 5.9034 -2.4853 -2.1038
```

Results
**Frontier orbital gap**: 10.069 eV
**Structure (SMILES)**: O=CO.C=N
**HOMO level**: -9.5 eV
**ΔE to the lowest compared entry with this formula, charge and spin**: 427.3 kJ/mol

Löwdin atomic charge list, values in e, 4 entries: number 1, O, carries 0.00; number 2, C, carries -0.30; number 3, O, carries 0.00; number 4, H, carries 0.10